Entry 1:
Density functional theory data (wB97M-V/def2-TZVPD) for C27H50BrCsN2O4SbSi3 as an isolated structure.

highest occupied orbital energy: -4.75 eV
LUMO energy: 2.1885 eV
molecular weight: 885.53 g/mol
energy relative to the best compared isomer or geometry (same formula, charge and spin): 23.17 kcal per mole
orbital gap: 0.2548 Ha
total charge: -1

Element x y z (Å)
Cs: 2.208 1.697 -1.569
O: 1.255 1.142 -3.686
C: 0.606 0.205 -4.465
C: -0.879 0.517 -4.634
C: -1.630 0.336 -3.313
C: -1.570 -1.104 -2.888
C: -2.276 -2.089 -3.584
C: -2.123 -3.414 -3.228
C: -1.278 -3.729 -2.172
C: -0.640 -2.687 -1.523
N: -0.773 -1.408 -1.866
H: 2.708 0.691 -3.584
H: 0.687 -0.812 -4.030
H: 1.039 0.101 -5.482
H: -1.321 -0.135 -5.397
H: -0.983 1.549 -4.977
H: -2.672 0.659 -3.399
H: -1.148 0.940 -2.544
H: -2.923 -1.805 -4.404
H: -2.658 -4.191 -3.760
H: -1.122 -4.751 -1.855
H: 0.010 -2.877 -0.679
Br: 2.537 -1.972 1.255
C: 3.015 -0.266 1.989
C: 3.187 -0.176 3.357
C: 3.630 1.046 3.842
C: 3.863 2.081 2.961
C: 3.624 1.883 1.603
N: 3.198 0.703 1.123
C: 3.832 3.054 0.636
O: 4.983 3.493 0.583
O: 2.798 3.406 0.023
H: 3.002 -1.021 4.001
H: 3.793 1.175 4.905
H: 4.241 3.039 3.286
C: 5.702 1.678 -3.528
C: 4.579 0.997 -4.306
C: 3.859 2.024 -5.182
C: 5.147 -0.124 -5.174
O: 3.679 0.433 -3.367
H: 6.436 2.102 -4.218
H: 6.203 0.958 -2.879
H: 5.308 2.478 -2.900
H: 4.548 2.451 -5.914
H: 3.451 2.831 -4.571
H: 3.022 1.560 -5.705
H: 5.888 0.255 -5.884
H: 4.343 -0.607 -5.732
H: 5.621 -0.876 -4.542
C: -5.102 0.043 2.241
Si: -3.786 -0.300 0.951
C: -4.150 -1.973 0.199
C: -3.958 1.005 -0.381
Sb: -1.336 -0.282 1.699
Si: -1.520 1.683 3.325
C: -2.886 1.625 4.611
C: -1.759 3.200 2.255
C: 0.107 1.893 4.220
Si: -1.488 -2.236 3.330
C: -1.182 -3.789 2.322
C: -0.131 -2.112 4.612
C: -3.121 -2.476 4.215
H: -6.069 -0.217 1.800
H: -5.128 1.100 2.501
H: -4.984 -0.525 3.160
H: -5.216 -2.043 -0.033
H: -3.898 -2.792 0.873
H: -3.586 -2.117 -0.719
H: -4.893 0.859 -0.930
H: -3.136 0.968 -1.094
H: -3.979 2.004 0.057
H: -3.853 1.887 4.186
H: -2.649 2.356 5.389
H: -2.982 0.648 5.083
H: -2.687 3.159 1.684
H: -0.935 3.302 1.547
H: -1.783 4.098 2.878
H: 0.340 1.063 4.883
H: 0.053 2.804 4.822
H: 0.932 1.999 3.516
H: -0.165 -3.792 1.930
H: -1.864 -3.865 1.475
H: -1.313 -4.676 2.947
H: 0.838 -2.260 4.134
H: -0.268 -2.891 5.366
H: -0.112 -1.149 5.118
H: -3.925 -2.701 3.514
H: -3.419 -1.611 4.806
H: -3.011 -3.331 4.889

Results of the Mulliken charge analysis, in e, for atoms 1 through 4: Cs 1.20; O -0.99; C -0.26; C -1.06

=====

Entry 2:
Density functional theory data (wB97M-V/def2-TZVPD) for C27H50CoGeN4O4PSi3 as an isolated structure.

highest occupied orbital energy (alpha / beta): -9.35 / -9.33 eV
LUMO energy (alpha / beta): -3.1361 / -2.9818 eV
molecular weight: 741.50 g/mol
energy relative to the best compared isomer or geometry (same formula, charge and spin): 58.73 kcal per mole
orbital gap (alpha / beta): 0.2282 / 0.2335 Ha
<S²>: 1.057
total charge: +1
multiplicity: 2

Element x y z (Å)
Co: 0.403 1.363 0.254
N: 2.511 1.770 0.330
C: 3.109 0.988 1.436
C: 2.052 0.679 2.484
O: 2.360 0.350 3.620
N: 0.807 0.730 1.987
C: -0.247 0.361 2.889
C: -1.509 0.331 2.084
O: -2.600 -0.240 2.559
O: -1.578 0.859 0.979
H: 2.573 2.752 0.577
H: 3.041 1.658 -0.527
H: 3.488 0.046 1.044
H: 3.937 1.511 1.916
H: -0.057 -0.608 3.361
H: -0.383 1.080 3.712
C: -2.574 -0.843 3.867
Si: -1.696 -2.996 0.100
C: -3.194 -2.130 -0.619
C: -2.312 -4.611 0.797
Ge: 0.371 -2.111 -0.154
Si: 1.679 -3.543 1.280
C: 3.465 -3.140 0.848
C: 1.496 -5.403 1.052
C: 1.351 -3.180 3.092
Si: 0.781 -2.965 -2.373
C: 0.864 -4.837 -2.513
C: 2.438 -2.212 -2.854
C: -0.522 -2.344 -3.580
H: -3.614 -1.035 4.113
H: -2.139 -0.169 4.601
H: -2.016 -1.779 3.836
H: -4.128 -2.640 -0.377
H: -3.095 -2.096 -1.708
H: -3.256 -1.100 -0.265
H: -3.222 -4.500 1.391
H: -1.570 -5.152 1.379
H: -2.573 -5.216 -0.079
H: 3.711 -3.540 -0.138
H: 4.161 -3.575 1.567
H: 3.646 -2.065 0.823
H: 1.795 -5.725 0.054
H: 0.479 -5.753 1.223
H: 2.138 -5.916 1.772
H: 1.663 -2.179 3.393
H: 1.907 -3.897 3.700
H: 0.292 -3.303 3.336
H: 1.851 -5.218 -2.248
H: 0.663 -5.137 -3.544
H: 0.133 -5.327 -1.869
H: 3.271 -2.845 -2.546
H: 2.576 -1.231 -2.398
H: 2.493 -2.092 -3.939
H: -1.536 -2.514 -3.219
H: -0.420 -2.860 -4.538
H: -0.406 -1.277 -3.769
C: 0.890 4.801 -0.727
P: -0.167 3.641 0.205
C: -1.818 4.052 -0.450
C: -0.185 4.293 1.899
C: -1.215 3.895 2.753
C: -1.227 4.306 4.075
C: -0.201 5.103 4.566
C: 0.834 5.488 3.729
C: 0.841 5.087 2.400
H: 1.946 4.693 -0.479
H: 0.592 5.833 -0.538
H: 0.774 4.590 -1.791
H: -2.049 5.107 -0.297
H: -2.577 3.440 0.035
H: -1.835 3.831 -1.518
H: -2.013 3.262 2.383
H: -2.038 4.005 4.726
H: -0.212 5.427 5.598
H: 1.638 6.103 4.109
H: 1.653 5.410 1.760
N: -2.749 1.687 -6.032
C: -1.437 1.838 -5.741
O: -0.600 2.148 -6.559
C: -1.016 1.575 -4.305
C: 0.322 1.800 -4.000
C: 0.759 1.565 -2.712
N: -0.042 1.115 -1.736
C: -1.329 0.886 -2.037
C: -1.851 1.103 -3.299
H: -3.040 1.908 -6.971
H: -3.455 1.555 -5.335
H: 0.993 2.154 -4.769
H: 1.796 1.728 -2.446
H: -1.945 0.515 -1.232
H: -2.896 0.880 -3.461

Results of the Mulliken charge analysis, in e, for atoms 1 through 4: Co -0.02; N -0.31; C -0.42; C 0.34

=====

Entry 3:
Density functional theory data (wB97M-V/def2-TZVPD) for a 7-piece molecular cluster, C27H50FO6P overall.

highest occupied orbital energy: -7.89 eV
LUMO energy: 0.2299 eV
molecular weight: 520.66 g/mol
SMILES: FCCC[PH3]c1ccccc1.CC(C)=O.CC(C)=O.CC(C)=O.CC(C)=O.CC(C)=O.CC(C)=O
orbital gap: 0.2984 Ha
total charge: 0

Element x y z (Å)
F: -0.771 -1.833 6.153
C: -0.651 -0.737 5.255
C: -0.009 -1.291 3.930
C: 1.561 -1.530 4.046
P: 2.415 0.170 4.141
C: 3.070 1.988 4.193
C: 3.956 2.407 3.116
C: 4.422 3.794 3.121
C: 3.967 4.661 4.197
C: 3.095 4.233 5.280
C: 2.624 2.849 5.278
H: -1.654 -0.289 5.007
H: -0.061 0.092 5.722
H: -0.541 -2.222 3.586
H: -0.246 -0.518 3.140
H: 1.810 -2.189 4.925
H: 1.899 -2.007 3.079
H: 1.607 0.579 3.017
H: 2.063 0.339 5.519
H: 3.707 -0.353 3.849
H: 4.219 1.668 2.321
H: 5.071 4.119 2.281
H: 4.295 5.722 4.192
H: 2.746 4.925 6.086
H: 1.944 2.461 6.073
C: 3.964 0.831 -1.148
C: 3.945 -0.320 -0.175
O: 3.656 -0.154 0.991
C: 4.299 -1.684 -0.708
H: 3.689 1.748 -0.627
H: 4.966 0.950 -1.564
H: 3.243 0.652 -1.948
H: 5.316 -1.676 -1.105
H: 3.593 -1.972 -1.489
H: 4.245 -2.413 0.100
C: -5.925 0.661 2.776
C: -4.752 -0.071 3.375
O: -3.755 -0.302 2.723
C: -4.867 -0.506 4.813
H: -5.704 0.911 1.738
H: -6.813 0.026 2.802
H: -6.109 1.585 3.329
H: -5.707 -1.194 4.928
H: -5.003 0.365 5.456
H: -3.951 -1.021 5.107
C: -3.296 -0.342 -2.799
C: -3.781 -0.544 -1.387
O: -4.963 -0.680 -1.136
C: -2.742 -0.569 -0.298
H: -4.150 -0.345 -3.478
H: -2.784 0.618 -2.883
H: -2.623 -1.151 -3.080
H: -2.207 0.383 -0.274
H: -2.042 -1.390 -0.469
H: -3.231 -0.721 0.666
C: -0.498 0.437 -6.669
C: -0.512 -0.715 -5.698
O: -0.827 -0.557 -4.537
C: -0.120 -2.071 -6.227
H: -0.801 1.348 -6.153
H: 0.510 0.577 -7.066
H: -1.198 0.246 -7.484
H: 0.904 -2.042 -6.603
H: -0.804 -2.373 -7.022
H: -0.176 -2.803 -5.421
C: -4.034 4.354 -1.281
C: -2.860 3.617 -0.689
O: -1.867 3.381 -1.343
C: -2.970 3.184 0.751
H: -3.816 4.603 -2.320
H: -4.923 3.722 -1.251
H: -4.210 5.278 -0.729
H: -3.814 2.500 0.869
H: -3.099 4.057 1.394
H: -2.057 2.667 1.044
C: 2.143 -4.880 -4.569
C: 2.611 -4.806 -6.000
O: 1.824 -4.793 -6.922
C: 4.099 -4.749 -6.239
H: 1.053 -4.915 -4.547
H: 2.532 -5.783 -4.096
H: 2.476 -3.995 -4.022
H: 4.575 -5.646 -5.839
H: 4.518 -3.859 -5.765
H: 4.291 -4.699 -7.310

Results of the Mulliken charge analysis, in e, for atoms 1 through 4: F -0.33; C 0.26; C -0.45; C -0.81

=====

Entry 4:
Density functional theory data (wB97M-V/def2-TZVPD) for a 10-piece molecular cluster, C27H51N10O13 overall.

highest occupied orbital energy: -9.73 eV
LUMO energy: -5.5372 eV
molecular weight: 723.76 g/mol
energy relative to the best compared isomer or geometry (same formula, charge and spin): 20.90 kcal per mole
orbital gap: 0.1539 Ha
total charge: +1

Element x y z (Å)
C: -1.765 1.653 1.779
C: -0.277 1.317 1.694
C: 0.244 0.575 3.074
C: -0.350 -0.706 3.272
C: 0.013 -1.705 2.192
C: -0.414 -1.191 0.799
N: -0.102 0.263 0.646
O: 0.062 0.712 -0.542
C: -1.897 -1.328 0.467
C: 0.412 -1.955 -0.318
C: 0.553 2.551 1.321
H: -2.522 0.869 2.306
H: -2.114 2.055 0.861
H: -1.900 2.489 2.356
H: 0.185 1.256 3.994
H: 1.295 0.470 2.824
H: -1.337 -0.761 3.448
H: 0.132 -1.258 4.093
H: -0.690 -2.657 2.606
H: 1.038 -1.906 2.019
H: -2.381 -0.576 -0.171
H: -2.165 -1.249 1.469
H: -2.227 -2.383 0.327
H: 0.554 -1.382 -1.278
H: 0.068 -3.058 -0.387
H: 1.464 -1.880 -0.069
H: 1.733 2.298 1.068
H: 0.224 3.390 2.028
H: 0.203 2.974 0.437
N: -2.676 2.235 -4.350
C: -4.019 2.035 -4.289
C: -4.546 1.681 -2.843
C: -3.206 1.664 -2.126
C: -2.097 1.953 -3.115
H: -2.140 2.457 -5.278
H: -4.693 2.058 -5.136
H: -5.661 1.687 -2.712
H: -2.845 1.560 -1.155
H: -1.201 2.179 -2.956
N: 2.227 1.586 -5.872
C: 1.798 0.613 -4.973
C: 1.328 1.376 -3.765
C: 1.808 2.702 -3.874
C: 2.460 2.880 -5.264
H: 2.486 1.380 -6.927
H: 1.824 -0.450 -5.311
H: 0.846 0.772 -2.772
H: 1.760 3.441 -3.115
H: 2.913 3.755 -5.712
N: -0.186 7.306 4.023
C: -0.414 6.031 4.378
C: -1.633 5.539 3.533
C: -2.215 6.769 2.823
C: -1.181 7.830 3.248
H: 0.483 7.856 4.583
H: 0.317 5.475 5.151
H: -1.915 4.520 3.497
H: -3.091 7.050 2.200
H: -1.256 8.921 3.023
C: 5.943 -0.837 1.992
N: 4.532 -0.675 2.232
O: 4.129 0.187 3.067
O: 3.638 -1.513 1.856
H: 6.272 -1.609 1.289
H: 6.125 -1.008 3.070
H: 6.313 0.188 1.693
C: 5.139 4.016 -0.761
N: 4.206 2.953 -0.034
O: 3.161 2.762 -0.536
O: 4.627 2.341 1.002
H: 4.888 4.991 -0.248
H: 5.076 3.935 -1.845
H: 6.211 3.751 -0.508
C: -4.409 -5.061 4.464
N: -3.644 -5.085 3.153
O: -3.127 -4.094 2.935
O: -3.743 -6.039 2.447
H: -4.895 -4.143 4.594
H: -3.410 -5.057 5.046
H: -5.207 -6.022 4.527
C: -1.889 -1.249 -5.058
N: -1.172 -1.649 -3.758
O: -1.748 -1.972 -2.798
O: 0.020 -2.019 -4.059
H: -2.788 -0.793 -4.647
H: -2.012 -2.047 -5.494
H: -1.375 -0.318 -5.339
C: 3.152 -5.344 1.480
N: 2.094 -5.782 0.527
O: 1.150 -6.504 0.933
O: 1.919 -5.050 -0.468
H: 3.225 -4.213 1.564
H: 4.082 -5.994 1.239
H: 3.022 -5.560 2.513
C: -1.533 -5.127 -1.609
N: -2.211 -6.131 -2.361
O: -2.193 -6.024 -3.520
O: -2.779 -7.168 -1.749
H: -0.526 -5.576 -1.054
H: -2.291 -4.784 -0.699
H: -1.247 -4.378 -2.287

Results of the Mulliken charge analysis, in e, for atoms 1 through 4: C -1.21; C 1.14; C -0.66; C -0.97

=====

Entry 5:
Density functional theory data (wB97M-V/def2-TZVPD) for a 7-piece molecular cluster, C27H51N2O16 overall.

highest occupied orbital energy: -10.58 eV
LUMO energy: -1.6385 eV
molecular weight: 659.70 g/mol
energy relative to the best compared isomer or geometry (same formula, charge and spin): 100.49 kcal per mole
orbital gap: 0.3285 Ha
total charge: +1

Element x y z (Å)
O: -0.024 0.509 0.721
H: -0.132 0.304 -0.210
H: 0.412 1.347 0.894
H: 0.524 -0.180 1.105
C: -1.734 -1.794 -1.761
O: -1.891 -1.423 -0.386
C: -3.173 -0.963 0.143
C: -3.855 -2.272 0.631
N: -5.335 -2.365 0.396
C: -6.092 -2.310 1.587
C: -6.312 -3.682 2.133
O: -5.197 -4.537 1.916
C: -4.954 -5.501 2.888
H: -2.389 -2.614 -2.055
H: -0.740 -2.182 -1.980
H: -1.967 -0.832 -2.219
H: -3.659 -0.522 -0.727
H: -3.233 -0.105 0.812
H: -3.722 -2.212 1.711
H: -3.394 -3.067 0.045
H: -5.411 -3.235 -0.112
H: -6.967 -1.664 1.504
H: -5.591 -1.810 2.416
H: -7.233 -4.173 1.822
H: -6.420 -3.636 3.217
H: -4.740 -5.143 3.895
H: -4.198 -6.197 2.523
H: -5.769 -6.214 3.015
C: 0.373 -1.032 4.075
O: 0.716 -1.184 2.659
C: 1.046 -2.515 2.334
C: 0.642 -2.816 0.904
N: 1.213 -1.867 -0.083
C: 2.633 -2.196 -0.201
C: 3.352 -1.194 -1.067
O: 2.955 -1.002 -2.457
C: 3.997 -0.738 -3.339
H: -0.435 -0.301 4.094
H: 1.136 -0.533 4.673
H: 0.211 -1.939 4.656
H: 0.424 -3.176 2.937
H: 2.108 -2.578 2.570
H: -0.437 -2.947 0.812
H: 0.829 -3.862 0.661
H: 0.909 -2.048 -1.029
H: 2.976 -3.214 -0.388
H: 2.933 -2.193 0.847
H: 4.433 -1.223 -0.932
H: 3.008 -0.252 -0.640
H: 3.701 -0.570 -4.374
H: 4.722 -1.551 -3.313
H: 4.592 0.158 -3.159
C: -1.412 1.721 -3.067
C: -1.912 2.332 -4.178
C: -1.203 2.273 -5.386
C: 0.086 1.705 -5.346
C: 0.602 1.058 -4.211
C: -0.159 1.183 -3.097
O: 0.258 0.509 -1.967
O: -1.634 2.807 -6.554
H: -1.945 1.789 -2.130
H: -2.911 2.739 -4.215
H: 0.632 1.542 -6.264
H: 1.620 0.710 -4.114
H: 1.204 0.344 -1.951
H: -1.035 3.249 -7.160
C: -2.126 4.079 -0.169
C: -3.147 4.827 0.716
O: -3.141 4.204 1.928
C: -1.980 3.422 2.049
O: -1.623 2.940 3.097
O: -1.306 3.339 0.773
H: -1.542 4.865 -0.647
H: -2.526 3.629 -1.078
H: -4.134 4.907 0.260
H: -2.772 5.851 0.745
C: 4.878 -0.476 3.037
C: 3.693 0.434 2.769
O: 4.293 1.726 2.668
C: 5.572 1.640 2.432
O: 6.312 2.477 2.053
O: 5.890 0.309 2.544
H: 4.949 -1.416 2.491
H: 5.118 -0.616 4.091
H: 3.070 0.405 3.663
H: 3.120 0.139 1.889
C: 4.486 3.566 -1.874
C: 4.397 4.495 -0.608
O: 3.276 3.978 0.102
C: 3.062 2.700 -0.326
O: 2.146 1.930 0.021
O: 3.897 2.408 -1.374
H: 5.557 3.465 -2.049
H: 4.094 3.973 -2.806
H: 4.138 5.515 -0.894
H: 5.315 4.571 -0.025

Results of the Mulliken charge analysis, in e, for atoms 1 through 4: O 1.38; H 0.19; H 0.36; H -0.09

=====

| no. | largest force on an atom (eV/A) |
| --- | --- |
| 1 | 2.81 |
| 2 | 1.14 |
| 3 | 2.86 |
| 4 | 12.97 |
| 5 | 3.71 |